Molecular formula: C28H77N7O7
Method: DFT, ωB97M-V with the def2-TZVPD basis set

The geometry in ORCA input format:
```
! wB97M-V def2-TZVPD RIJCOSX def2/J DEFGRID3
* xyz 0 1
H 2.98965 -1.17962 -2.82255
C 0.96360 -0.72250 2.09938
H 4.52101 -0.99147 -2.66605
C -1.26141 4.77939 3.28732
H 3.93596 2.75848 -0.12168
H 1.07986 0.05733 4.17179
H -1.53649 -2.06083 -2.31539
C -2.59817 1.62968 -4.37302
H 1.33604 1.68920 0.66434
C -2.16637 2.52724 4.12478
H 4.03478 -3.89639 -7.47040
C -2.65626 -1.47967 1.20732
H 6.11388 -0.44150 -2.54761
H -0.53966 -2.80180 -3.73020
N -1.92786 4.49077 5.55809
C -0.63735 0.01606 -3.66013
H 1.47338 -0.48643 3.03346
H 3.07907 1.39839 -1.90935
H -1.70049 -0.95567 1.20124
N 1.09048 -2.45639 -4.03464
C -1.40817 -3.38829 0.52598
H 0.40455 -0.25708 -3.82730
N 1.93695 2.44220 0.36103
H -2.16453 -0.65227 -1.50713
H 1.34446 -2.66291 -2.29277
N -0.68579 1.11609 -5.82655
H -3.27834 0.85951 -4.73675
H 4.80578 0.71560 1.27928
H -0.73811 0.10065 -2.57810
H -3.21112 0.21992 1.92065
H -2.01663 0.69763 6.57669
H 3.86923 -1.87646 -6.01448
H -2.53177 -1.99137 5.45052
H 1.20069 -1.06867 5.53580
H 1.32496 -1.68574 1.73926
H -2.69602 2.09332 4.97289
C 2.97404 -4.11110 -7.34061
O -1.43079 -1.03311 -4.16626
C -2.23880 4.08242 4.22715
H 2.79484 0.08271 -0.86543
O -2.63394 2.05124 2.85106
O 2.35236 -3.03997 -6.70928
H -3.56375 -0.65668 5.08164
N -3.60266 0.58112 0.07972
H -0.53142 1.19098 1.91714
H -1.25564 -0.83109 6.61895
H -3.84787 -0.95949 -2.04621
H 3.17001 0.74888 1.94165
O 1.00702 -1.33353 -0.80444
H -1.46394 -4.36134 0.03796
H -0.73994 -0.59463 0.06449
H 1.02060 -3.15447 -4.76120
H 1.43752 -1.04745 -5.51161
H 2.78606 -5.12201 -6.97893
H 1.86328 3.20310 1.02111
H 3.53363 -3.20501 -4.88923
O -1.68638 -0.22283 4.68850
H -2.08155 -2.86722 -3.83567
H -1.13609 2.19234 4.24503
H -1.16754 -2.70427 -0.28785
H 1.11324 -1.09750 -2.85251
H 0.26314 -1.87751 -4.01210
H -2.63208 4.14422 6.19375
H -3.27681 4.35560 4.03737
H -0.23794 0.21877 -5.94637
H 1.04143 1.72562 2.16099
C -2.68588 0.62390 2.78612
H 4.89238 0.58355 -3.31559
C 5.08801 -0.08063 -2.47375
C 0.72594 -1.78602 -2.10150
C 2.56096 -0.67670 -3.68938
H -0.52474 2.15050 -4.08413
O -2.63909 -2.92945 1.15969
C 0.12976 0.72444 6.06977
H 1.74129 -0.06947 -3.30531
H -0.10331 -0.82099 2.29959
H 4.13043 2.08096 2.24614
H -0.31864 -2.06841 -2.23266
C -1.05683 1.26515 -4.43215
H 2.27172 0.30948 5.39180
H -0.19833 4.62075 3.46838
O 4.83983 0.44355 -1.09547
N 0.60496 0.96193 7.45355
C -3.06567 -1.24283 -1.34196
H -3.42200 0.44389 3.56958
H -0.58857 -3.34454 1.24322
C -3.53205 -0.84715 0.08474
H 2.05613 0.44595 0.80826
C 3.93911 1.35179 1.45886
H -2.63948 2.61197 -4.84366
C 0.99200 0.25783 0.95089
H -1.56546 1.05644 -6.31921
C 3.47716 0.91951 -1.01476
N 0.34789 1.43745 1.48567
C -2.71075 -1.21929 4.70221
C -1.36559 -2.17970 -3.38532
C 0.25069 -0.27538 -0.25927
H 1.60066 1.13125 7.45701
H -4.44042 0.92546 0.52658
C -1.32348 0.07276 6.01351
C 2.01099 -1.60741 -4.77291
H 0.14754 0.52886 -0.98774
H -4.53510 -1.27370 0.09240
H -2.97296 -1.15864 2.19966
H 3.24914 0.08864 -4.04822
H -3.73179 0.77808 -0.90244
H 0.19880 1.86784 7.63917
C 3.28515 1.92559 0.14443
C 1.24237 -0.01847 5.24694
H -2.94335 1.94452 -3.38822
H -1.88957 5.49970 5.58427
H -1.55283 4.58065 2.25597
C 3.07968 -2.47166 -5.55574
H -1.72804 0.10535 2.82780
H -2.94350 -1.61091 3.71198
H -1.47920 5.84577 3.34649
H -2.91719 -2.32098 -1.40234
H -0.12205 1.69275 5.63725
H 2.55363 -4.16821 -8.34465
*
```

- total energy (eV) = -55026.590
- HOMO level (eV) = -8.1
- Kohn-Sham gap (Eh) = 0.32249